1.
This record from the OMol25 dataset describes C62H100B6CuF20N12O4 as an isolated structure at a distorted geometry. The level of theory is ωB97M-V/def2-TZVPD.

Properties
⟨S²⟩	0.75
M	1585.94	Da
maximum force	0.110	Eh/bohr

Geometry as ORCA input:
```
! RIJCOSX wB97M-V def2-TZVPD def2/J DEFGRID3
* xyz 8 2
Cu -0.2944 -0.3524 0.4003
B -2.1162 -1.5823 0.4763
H -2.5261 -0.9790 1.2714
H -2.0347 -0.9917 -0.4230
H -1.1375 -1.8843 0.8156
H -2.7204 -2.4434 0.2361
C -1.2921 -5.9345 -6.4662
C -1.4676 -5.2107 -5.1969
O -2.1085 -4.1150 -5.1652
N -0.7118 -5.7355 -3.9450
H -1.3500 -6.3744 -3.4926
H 0.1188 -6.2190 -4.2556
C -0.2187 -4.6005 -3.0183
H -1.9741 -5.4843 -7.1876
H -1.3732 -7.0058 -6.2825
H -0.3278 -5.7195 -6.9267
H -0.8037 -3.6871 -3.1262
H 0.7840 -4.4963 -3.4328
H -0.3619 -4.9921 -2.0112
C -6.3503 -1.0769 -0.8613
C -5.6995 -1.8677 -2.0114
O -6.2910 -2.1930 -3.0303
N -4.2605 -2.3516 -1.7193
H -3.9253 -2.0310 -0.8221
H -4.1536 -3.3545 -1.6654
C -3.4353 -1.7478 -2.9015
H -6.9145 -0.2264 -1.2439
H -5.5267 -0.5504 -0.3790
H -7.0041 -1.6544 -0.2077
H -3.5709 -0.6665 -2.9250
H -3.7437 -2.1751 -3.8556
H -2.4239 -2.1391 -2.7917
C -6.5463 5.5330 -7.9273
N -5.5408 5.3655 -6.9152
C -5.8250 5.6193 -5.6187
C -4.8414 5.4523 -4.6411
C -3.5835 5.0116 -5.0714
C -3.3898 4.6764 -6.3789
C -4.3360 4.9109 -7.3184
C -2.5325 4.7475 -4.0721
C -1.6335 5.8148 -3.6967
C -0.4801 5.4324 -3.0012
N -0.2664 4.0857 -2.6199
C -1.1588 3.1172 -2.9439
C -2.3021 3.4107 -3.7129
C 0.7524 3.7678 -1.6628
H -7.2114 6.3100 -7.5504
H -7.0914 4.5891 -7.9360
H -6.0597 5.7957 -8.8666
H -6.8671 5.7910 -5.3933
H -5.0343 5.5694 -3.5850
H -2.3724 4.3822 -6.5904
H -4.2458 4.7250 -8.3785
H -1.6390 6.8238 -4.0816
H 0.2000 6.2006 -2.6640
H -1.0062 2.0940 -2.6338
H -3.0113 2.6799 -4.0726
H 0.7314 2.7314 -1.3259
H 0.4499 4.4267 -0.8489
H 1.7027 4.0615 -2.1088
C 0.4348 -0.1527 5.4610
N 1.9321 -0.1326 5.6063
C 2.4318 -0.6657 6.7733
C 3.8345 -0.6082 7.0203
C 4.6321 0.1270 6.1468
C 4.0454 0.6534 4.9380
C 2.6855 0.5229 4.7017
C 6.0419 0.3331 6.5032
C 7.0296 0.3177 5.5769
C 8.3197 0.7272 5.8903
N 8.5701 1.0590 7.1361
C 7.6663 0.9398 8.1383
C 6.3671 0.5685 7.7912
C 9.9733 1.5843 7.5126
H -0.0181 0.4054 6.2804
H 0.0590 -1.1741 5.5214
H 0.0031 0.1406 4.5040
H 1.7071 -1.0562 7.4724
H 4.2498 -0.9395 7.9606
H 4.5119 1.2096 4.1384
H 2.1806 1.0753 3.9230
H 6.8381 -0.0422 4.5768
H 9.0922 0.8996 5.1554
H 7.9451 1.3413 9.1013
H 5.7411 0.4504 8.6633
H 10.4406 1.8911 6.5769
H 10.5983 0.9276 8.1178
H 9.7993 2.5739 7.9350
C 4.5450 -4.4372 3.7513
N 4.6864 -3.7426 2.4830
C 5.6652 -2.8269 2.4316
C 5.7856 -2.0776 1.2633
C 5.0151 -2.3096 0.1343
C 4.0423 -3.2915 0.2136
C 3.8399 -3.9452 1.3993
C 5.2090 -1.4234 -1.0414
C 6.4308 -1.2706 -1.6137
C 6.6899 -0.3280 -2.6731
N 5.6755 0.5762 -2.9906
C 4.4878 0.4761 -2.3387
C 4.2922 -0.4249 -1.3860
C 5.9735 1.8089 -4.0052
H 5.5662 -4.5469 4.1161
H 4.2029 -5.4427 3.5066
H 3.9454 -3.8241 4.4242
H 6.3433 -2.6688 3.2572
H 6.5610 -1.3261 1.2809
H 3.3366 -3.3805 -0.5992
H 2.9123 -4.4201 1.6828
H 7.2053 -1.9341 -1.2583
H 7.5498 -0.0829 -3.2789
H 3.7142 1.2018 -2.5416
H 3.3775 -0.4295 -0.8118
H 6.8598 1.5866 -4.5996
H 6.0980 2.6704 -3.3492
H 5.1019 1.8694 -4.6569
C -9.7764 2.3392 3.7756
N -8.3870 2.7660 3.6554
C -7.8275 3.8145 4.3760
C -6.5321 4.2008 4.1854
C -5.7517 3.4550 3.3075
C -6.3034 2.4112 2.6051
C -7.6379 2.0745 2.7722
C -4.3426 3.8587 3.1263
C -4.0796 5.1072 2.6168
C -2.8099 5.6342 2.5415
N -1.7264 4.8335 2.8463
C -1.8953 3.5838 3.2846
C -3.1837 3.0965 3.4355
C -0.3811 5.3615 2.7990
H -10.1682 2.9194 4.6110
H -9.9098 1.2631 3.8870
H -10.2719 2.8000 2.9211
H -8.4585 4.3074 5.1007
H -6.0533 5.0565 4.6379
H -5.7296 1.8580 1.8764
H -8.0732 1.2010 2.3097
H -4.9679 5.6324 2.2981
H -2.5946 6.6618 2.2886
H -0.9964 3.0204 3.4868
H -3.4604 2.0529 3.4645
H 0.2442 4.6330 2.2829
H -0.0652 5.6371 3.8051
H -0.4473 6.2476 2.1676
C 2.6229 0.0183 -6.8980
C 1.8145 -0.1009 -5.6037
C 1.4320 1.2616 -4.8369
O 2.5730 2.0694 -4.6426
C 2.8715 3.1214 -5.5568
N 0.5751 -0.9468 -5.6585
H -0.0813 -0.6242 -6.3550
H 0.8483 -1.8936 -5.8801
H 0.1784 -1.0371 -4.7341
H 2.2073 0.4811 -7.7931
H 2.7917 -0.9795 -7.3029
H 3.6181 0.4189 -6.7052
H 2.5201 -0.6458 -4.9766
H 0.8867 1.1507 -3.8996
H 0.7877 1.6016 -5.6477
H 2.5415 2.8292 -6.5537
H 3.9301 3.3569 -5.6663
H 2.2711 4.0191 -5.4094
C -3.6520 -3.9721 2.6927
C -2.3681 -4.7360 2.5272
C -2.4209 -6.2504 2.7910
O -1.1287 -6.9467 2.5695
C -0.2138 -6.6934 3.6336
N -1.6659 -4.6178 1.1678
H -0.7583 -5.0513 1.0763
H -2.1828 -5.1340 0.4703
H -1.4788 -3.6610 0.9037
H -3.7101 -2.9308 2.3760
H -4.1204 -3.9771 3.6768
H -4.3875 -4.4938 2.0803
H -1.5492 -4.2814 3.0847
H -3.1125 -6.7522 2.1141
H -2.7973 -6.4369 3.7968
H 0.6205 -7.3906 3.5562
H -0.7226 -6.8274 4.5882
H 0.2229 -5.6958 3.6804
B 1.2188 -1.7845 2.1192
F 1.8136 -1.4205 0.8162
F 0.3840 -2.8280 2.1123
F 2.2176 -1.8932 3.0573
F 0.4471 -0.7538 2.3916
B 0.7356 -1.2883 -2.0355
F 0.4113 -2.3856 -1.1876
F 0.8245 -0.1486 -1.3720
F 1.9861 -1.5059 -2.5752
F -0.2848 -1.1044 -2.9278
B 1.4231 -6.1283 -0.1934
F 1.9521 -5.9690 -1.4570
F 2.4264 -6.6499 0.6663
F 0.9687 -4.9757 0.4006
F 0.3617 -6.9044 -0.3507
B 2.2028 2.0743 1.4950
F 1.7761 2.8681 2.5145
F 2.6516 2.9305 0.5171
F 3.0160 1.0571 1.8372
F 1.1163 1.3759 1.0026
B -1.7856 1.8816 0.3887
F -3.1798 1.6411 0.4204
F -1.1591 1.2871 1.5281
F -1.3895 1.0807 -0.6823
F -1.3818 3.1489 0.2228
*
```

These are the Mulliken partial charges, in e, on atoms 1 to 2:
1 Cu 0.2447
2 B 6.6750

---

2.
This record from the OMol25 dataset describes a 11-piece molecular cluster, C31H50Cl21FO5S overall at a distorted geometry. The level of theory is ωB97M-V/def2-TZVPD.

Properties
M	1298.31	Da
maximum force	0.178	Eh/bohr
SMILES	O=C(O[C@@H]1C[C@](F)(Cl)CS(=O)(=O)O1)c1ccccc1.ClCCCl.ClCCCl.ClCCCl.ClCCCl.ClCCCl.ClCCCl.ClCCCl.ClCCCl.ClCCCl.ClCCCl

Geometry as ORCA input:
```
! RIJCOSX wB97M-V def2-TZVPD def2/J DEFGRID3
* xyz 0 1
O 3.5182 -5.6664 0.3028
C 3.2296 -4.9255 -0.8018
O 1.9590 -5.2303 -1.4768
C 0.9809 -4.1385 -1.3578
C 0.8266 -3.4619 -2.8474
C 0.9153 -1.8252 -2.8755
F 0.4492 -1.4089 -4.2503
Cl 2.6187 -1.1317 -2.6239
C -0.0928 -1.0620 -1.8191
S -0.0720 -2.0450 -0.2145
O 0.1242 -0.9971 0.9463
O -1.4540 -2.7204 0.0569
O 1.2336 -3.1855 -0.2661
C 4.3516 -3.8236 -1.2811
C 4.8270 -3.7708 -2.8832
C 5.9291 -2.6722 -3.4190
C 6.5601 -1.6314 -2.3193
C 6.1486 -1.6522 -0.7289
C 5.0124 -2.7594 -0.2169
H -0.0747 -4.6414 -1.1170
H 1.6467 -3.9093 -3.5837
H -0.2329 -3.7669 -3.2961
H -1.1759 -0.9656 -2.2960
H 0.2926 0.0571 -1.6950
H 4.3660 -4.5001 -3.6787
H 6.2333 -2.6241 -4.5595
H 7.3416 -0.8231 -2.6753
H 6.6384 -0.9096 0.0330
H 4.6930 -2.7551 0.9127
Cl 6.9165 -0.9963 2.4663
C 6.0117 -0.8929 3.9973
C 5.7056 -2.2649 4.5773
Cl 4.5237 -3.1625 3.5928
H 5.0975 -0.3200 3.8133
H 6.6344 -0.3248 4.6950
H 5.2696 -2.1572 5.5751
H 6.6090 -2.8760 4.6650
Cl 5.1914 2.7835 0.2573
C 3.6199 2.4480 1.0264
C 3.7031 1.3075 2.0289
Cl 3.9891 -0.2627 1.2384
H 2.8930 2.2376 0.2358
H 3.3136 3.3676 1.5341
H 2.7570 1.2208 2.5717
H 4.5009 1.4707 2.7597
Cl -1.8948 -5.3979 -5.4227
C -3.5504 -4.7894 -5.1731
C -3.5662 -3.3416 -4.7083
Cl -2.9295 -3.1594 -3.0549
H -4.0498 -5.4484 -4.4561
H -4.0677 -4.8773 -6.1333
H -4.5943 -2.9673 -4.6945
H -2.9792 -2.6990 -5.3714
Cl 3.6239 3.5000 4.0375
C 3.0101 3.3369 5.7020
C 4.0969 2.9086 6.6755
Cl 4.6330 1.2342 6.3903
H 2.1778 2.6262 5.6887
H 2.6166 4.3160 5.9913
H 3.7143 2.9482 7.6998
H 4.9730 3.5612 6.6141
Cl -6.8673 -3.3036 -3.6108
C -6.5538 -3.8240 -1.9361
C -7.7718 -3.6489 -1.0427
Cl -8.1534 -1.9332 -0.7550
H -5.6941 -3.2601 -1.5607
H -6.2741 -4.8809 -1.9805
H -7.5820 -4.0993 -0.0638
H -8.6579 -4.1271 -1.4711
Cl 5.6265 1.7747 -4.6990
C 5.3387 3.5326 -4.7225
C 4.6722 4.0226 -3.4465
Cl 2.9926 3.4477 -3.3021
H 4.7376 3.7664 -5.6067
H 6.3157 4.0114 -4.8391
H 4.6337 5.1161 -3.4442
H 5.2199 3.6995 -2.5561
Cl 4.3209 5.7158 7.2835
C 4.2501 6.9383 5.9896
C 3.3847 8.1290 6.3712
Cl 1.6588 7.7010 6.4713
H 3.8854 6.4497 5.0806
H 5.2778 7.2680 5.8095
H 3.4732 8.9110 5.6110
H 3.6860 8.5543 7.3333
Cl -5.3703 0.6884 -3.7153
C -6.8569 0.8207 -2.7425
C -8.0168 1.3941 -3.5414
Cl -7.7711 3.1114 -3.9450
H -6.6332 1.4309 -1.8619
H -7.1032 -0.1897 -2.4024
H -8.9375 1.3360 -2.9530
H -8.1742 0.8447 -4.4745
Cl -6.3062 8.2678 -2.4565
C -5.3555 6.7927 -2.1500
C -6.1900 5.6943 -1.5099
Cl -6.6630 6.0961 0.1595
H -4.4992 7.0645 -1.5251
H -4.9757 6.4542 -3.1188
H -5.6093 4.7683 -1.4601
H -7.1007 5.4944 -2.0826
Cl -6.4373 -4.6152 2.0527
C -6.9265 -4.0227 3.6600
C -8.2707 -4.5853 4.0948
Cl -9.6153 -3.9436 3.1189
H -6.9382 -2.9288 3.6295
H -6.1480 -4.3351 4.3626
H -8.4718 -4.3056 5.1333
H -8.2918 -5.6772 4.0265
*
```

These are the Mulliken partial charges, in e, on atoms 1 to 2:
1 O -0.5310
2 C 0.1592

---

3.
This record from the OMol25 dataset describes one molecule with the formula C3H7N3 at a distorted geometry. The level of theory is ωB97M-V/def2-TZVPD.

Properties
M	85.11	Da
maximum force	0.161	Eh/bohr
relative energy (zero: lowest compared OMol25 entry of this formula, charge and spin)	334.6	kJ/mol
SMILES	N[C@H]1C=NNC1

Geometry as ORCA input:
```
! RIJCOSX wB97M-V def2-TZVPD def2/J DEFGRID3
* xyz 0 1
N -1.1582 -0.2235 -1.2921
C -0.3249 -0.8163 -0.2448
C 0.9954 -0.7689 -0.5144
N 1.6126 0.3722 -0.2772
N 0.7472 1.3548 0.2658
C -0.2061 0.3577 0.8101
H -1.9520 -0.1437 -0.6900
H -0.7712 0.6100 -1.7106
H -0.7910 -1.6899 0.4249
H 1.6580 -1.5968 -0.8473
H 1.3043 1.8240 1.0281
H 0.1439 -0.1019 1.8018
H -1.2580 0.8223 1.2457
*
```

These are the Mulliken partial charges, in e, on atoms 1 to 2:
1 N -0.6400
2 C 0.1812

---

Sequential E_tot output: -194969.106, -319708.197, -7691.212 eV